Entry 1:
A molecular structure, C47H58IrN4P2S at a distorted geometry. Source: the Open Molecules 2025 dataset; level of theory: ωB97M-V with the def2-TZVPD basis set.

Structure (XYZ):
```
113
Properties=species:S:1:pos:R:3:mulliken_spin:R:1
Ir 0.124 0.198 0.666 0.139
C -0.409 2.141 -0.291 -0.044
C -0.701 2.328 1.117 -0.034
C -1.976 1.658 1.350 0.003
C -2.410 1.166 0.095 -0.074
C -1.500 1.496 -0.933 -0.011
C -1.776 1.429 -2.404 -0.004
C -0.484 1.564 -3.203 -0.002
C -2.698 2.618 -2.737 -0.001
C -2.460 0.117 -2.802 -0.004
C -2.873 1.525 2.565 -0.006
C -3.467 2.904 2.930 -0.003
C -4.078 0.615 2.268 -0.006
C -2.138 0.896 3.758 -0.004
C 0.125 3.412 1.816 -0.006
C 1.586 2.935 1.908 0.007
C -0.300 3.861 3.211 0.000
C 0.065 4.668 0.915 -0.002
H 0.325 2.717 -0.826 0.003
H -3.358 0.694 -0.085 0.004
H -0.014 2.529 -3.033 0.000
H -0.696 1.478 -4.265 0.000
H 0.199 0.763 -2.918 0.004
H -2.226 3.556 -2.454 -0.001
H -3.649 2.538 -2.218 0.001
H -2.884 2.631 -3.807 0.000
H -1.812 -0.731 -2.582 0.001
H -2.652 0.128 -3.871 0.000
H -3.412 -0.013 -2.296 0.000
H -3.572 3.529 2.047 0.001
H -2.870 3.421 3.668 0.000
H -4.457 2.765 3.353 0.000
H -4.731 1.050 1.514 0.000
H -4.665 0.513 3.177 0.000
H -3.780 -0.386 1.961 0.002
H -1.154 1.322 3.914 0.001
H -2.024 -0.177 3.607 0.000
H -2.724 1.050 4.659 0.000
H 1.706 2.194 2.695 0.000
H 2.225 3.782 2.143 0.001
H 1.922 2.507 0.965 -0.003
H -0.372 3.047 3.923 0.000
H -1.240 4.396 3.174 0.000
H 0.449 4.554 3.587 0.000
H 0.694 4.577 0.034 0.000
H 0.413 5.530 1.473 0.000
H -0.957 4.865 0.602 -0.001
C 3.816 2.863 -1.953 0.001
S 4.763 1.344 -1.704 0.000
C 4.354 1.114 0.061 -0.004
C 4.845 -0.220 0.578 0.001
C 4.193 -1.402 -0.137 -0.001
N 2.740 -1.436 -0.038 0.039
P 1.769 -1.430 1.392 -0.035
C 2.650 -1.251 2.977 0.008
C 1.986 -0.485 3.935 0.011
C 2.438 -0.460 5.242 -0.004
C 3.549 -1.205 5.597 0.007
C 4.205 -1.976 4.648 -0.005
C 3.761 -2.006 3.340 -0.003
C 1.389 -3.203 1.451 0.269
C -0.005 -3.649 1.789 0.037
C -0.123 -5.137 1.941 0.292
C 0.886 -5.977 1.617 -0.066
C 2.130 -5.490 1.168 0.347
C 2.361 -4.119 1.130 -0.075
P 1.612 -0.957 -1.291 0.000
C 2.659 -1.109 -2.784 0.005
C 2.685 -0.075 -3.713 0.000
C 3.397 -0.206 -4.892 0.000
C 4.093 -1.373 -5.155 0.000
C 4.114 -2.391 -4.212 0.000
C 3.415 -2.260 -3.027 -0.001
C 0.486 -2.422 -1.514 -0.033
C 0.587 -3.289 -2.546 0.028
C -0.366 -4.346 -2.809 -0.003
C -1.546 -4.434 -2.191 0.007
C -1.926 -3.421 -1.164 0.003
C -0.717 -2.593 -0.685 0.040
H 4.096 3.273 -2.917 0.000
H 4.067 3.568 -1.164 0.000
H 2.755 2.625 -1.938 0.001
H 3.266 1.189 0.156 0.007
H 4.825 1.931 0.607 0.000
H 4.633 -0.269 1.646 0.000
H 5.924 -0.295 0.432 0.000
H 4.627 -2.326 0.263 0.001
H 4.459 -1.351 -1.194 0.000
H 1.108 0.082 3.645 0.010
H 1.918 0.128 5.982 0.000
H 3.906 -1.188 6.614 0.000
H 5.059 -2.572 4.928 0.000
H 4.271 -2.613 2.609 0.001
H -0.346 -3.176 2.722 0.055
H -1.067 -5.517 2.299 0.006
H 0.759 -7.041 1.741 0.006
H 2.907 -6.174 0.868 0.004
H 3.342 -3.783 0.827 0.037
H 2.144 0.837 -3.524 0.001
H 3.399 0.601 -5.608 0.000
H 4.624 -1.492 -6.085 0.000
H 4.667 -3.298 -4.408 0.000
H 3.443 -3.056 -2.296 0.001
H 1.403 -3.215 -3.245 0.001
H -0.103 -5.047 -3.583 0.000
H -2.282 -5.178 -2.452 0.000
H -2.817 -2.864 -1.492 -0.001
H -2.146 -1.482 0.382 0.011
N -4.093 -4.513 1.460 0.002
C -3.152 -4.244 0.867 0.011
N -2.048 -3.945 0.210 0.012
C -0.930 -3.168 0.683 -0.012
N -1.160 -1.748 0.419 0.020
```

Its HOMO energy (spin up / spin down) is -12.5 / -12.9 eV. Its spin multiplicity is 2. The gap between HOMO and LUMO (spin up / spin down) comes out at 5.03 / 5.61 eV. The total charge is +2. Its maximum force is 5.72 eV/Å.



Entry 2:
A molecular structure, C3H4OSc at a distorted geometry. Source: the Open Molecules 2025 dataset; level of theory: ωB97M-V with the def2-TZVPD basis set.

Structure (XYZ):
```
9
Properties=species:S:1:pos:R:3:mulliken_spin:R:1
C -0.026 -0.161 -1.157 0.277
C 0.565 -1.015 -0.090 0.352
C 0.120 0.253 0.436 0.862
O -0.595 0.737 1.299 0.271
Sc -1.223 2.684 1.921 -0.913
H -0.993 -0.436 -1.584 0.009
H 0.611 0.493 -1.757 0.044
H 0.065 -1.937 0.218 0.036
H 1.476 -0.618 0.714 0.062
```

Its HOMO energy (spin up / spin down) is -16.0 / -18.6 eV. Its spin multiplicity is 2. The gap between HOMO and LUMO (spin up / spin down) comes out at 5.46 / 7.94 eV. For the energy above the lowest of the compared OMol25 structures with the same formula, charge and spin, the calculation gives 5.9 kcal per mole. The total charge is +2. Its maximum force is 4.23 eV/Å.



Entry 3:
A molecular structure, C25H38F5N7O9P2Ti at a distorted geometry. Source: the Open Molecules 2025 dataset; level of theory: ωB97M-V with the def2-TZVPD basis set.

Structure (XYZ):
```
87
Properties=species:S:1:pos:R:3:mulliken_spin:R:1
Ti -0.256 0.038 0.392 0.973
N -0.773 0.379 -4.198 0.000
C 0.683 0.336 -4.058 0.000
C 1.451 0.492 -5.355 0.000
P 1.032 -1.272 -3.151 0.004
O 2.657 -1.318 -3.138 0.000
O 0.509 -2.439 -3.899 0.001
O 0.556 -1.014 -1.746 0.031
P 1.147 1.511 -2.723 0.005
O 1.166 2.980 -3.376 0.000
O 2.442 1.184 -2.083 -0.002
O -0.178 1.505 -1.840 0.010
H -1.131 -0.563 -4.325 0.000
H -1.065 0.952 -4.981 0.000
H -0.853 1.144 -2.460 -0.002
H 1.340 -0.416 -5.951 0.000
H 2.510 0.638 -5.145 0.000
H 1.091 1.357 -5.916 0.000
H 2.927 -0.502 -2.672 0.000
H 1.201 3.583 -2.609 0.000
N 3.521 1.009 0.766 0.001
N 3.007 2.313 0.541 -0.001
C 1.657 2.389 0.196 -0.004
O 1.279 3.414 -0.376 -0.002
O 0.916 1.407 0.564 0.007
H 4.525 1.084 0.863 0.000
H 3.304 0.424 -0.043 0.000
H 3.548 2.876 -0.104 0.000
F -1.834 2.500 0.030 0.002
C -2.054 1.171 0.357 -0.015
F -2.757 1.261 1.565 0.002
C -3.134 0.677 -0.614 -0.013
F -2.627 0.195 -1.776 0.002
F -3.848 -0.331 -0.075 0.001
F -4.034 1.613 -0.997 0.000
N 1.446 -1.376 0.784 -0.003
C 1.950 -2.336 0.381 0.011
N 2.647 -3.397 0.063 0.000
C 2.490 -4.115 -1.197 0.000
C 1.819 -5.465 -0.960 0.000
C 2.551 -6.260 0.122 0.000
C 2.640 -5.439 1.409 0.000
C 3.348 -4.117 1.116 0.001
H 3.491 -4.267 -1.616 0.001
H 1.917 -3.502 -1.893 0.000
H 1.800 -6.020 -1.898 0.000
H 0.790 -5.302 -0.650 0.000
H 3.561 -6.506 -0.220 0.000
H 2.027 -7.199 0.313 0.000
H 3.187 -5.984 2.181 0.000
H 1.635 -5.228 1.784 0.000
H 4.369 -4.316 0.768 0.000
H 3.394 -3.485 2.004 0.000
C -0.110 2.674 3.447 0.011
N 0.978 2.052 4.182 0.001
C 0.620 1.884 5.574 -0.001
C 1.486 0.814 3.563 0.013
C 0.453 -0.292 3.523 -0.020
C 0.400 -1.118 4.648 -0.016
C -0.641 -2.009 4.850 0.025
C -1.687 -2.013 3.944 -0.013
C -1.606 -1.232 2.796 0.017
C -0.511 -0.404 2.490 -0.041
H -0.323 3.645 3.902 0.000
H -1.031 2.073 3.451 -0.002
H 0.182 2.832 2.412 -0.004
H 0.379 2.862 5.998 0.000
H 1.473 1.475 6.120 0.000
H -0.246 1.223 5.734 0.000
H 2.346 0.499 4.166 0.002
H 1.835 1.051 2.566 -0.012
H 1.193 -1.055 5.387 0.000
H -0.655 -2.657 5.719 0.003
H -2.551 -2.648 4.114 -0.001
H -2.446 -1.281 2.108 0.005
O -1.245 -1.391 0.027 0.020
N -1.459 -2.646 -0.219 0.005
C -1.357 -3.555 0.792 0.001
C -1.804 -4.837 0.617 0.001
C -2.341 -5.248 -0.604 -0.001
C -2.383 -4.303 -1.635 0.000
C -1.951 -3.026 -1.429 -0.002
H -0.926 -3.175 1.707 0.002
H -1.718 -5.536 1.437 0.000
H -2.687 -6.258 -0.754 0.000
H -2.754 -4.578 -2.611 0.000
H -1.935 -2.259 -2.187 -0.001
```

Its HOMO energy (spin up / spin down) is -3.5 / -4.8 eV. Its spin multiplicity is 2. The gap between HOMO and LUMO (spin up / spin down) comes out at 5.09 / 6.40 eV. For the energy above the lowest of the compared OMol25 structures with the same formula, charge and spin, the calculation gives 30.5 kcal per mole. The total charge is -1. Its maximum force is 5.13 eV/Å.



Entry 4:
6 unconnected molecules or ions with the total composition C16H37ClI2O8S5 at a distorted geometry. Source: the Open Molecules 2025 dataset; level of theory: ωB97M-V with the def2-TZVPD basis set.

Structure (XYZ):
```
69
Properties=species:S:1:pos:R:3:nbo_charge:R:1
C -1.201 1.342 -4.361 -0.664
C -1.115 0.349 -3.022 -0.390
I -2.652 0.825 -1.504 0.095
C 0.400 0.198 -2.415 -0.392
I 1.371 -1.410 -3.621 0.147
C 1.287 1.576 -2.400 0.236
Cl 2.153 2.061 -3.985 -0.024
C 0.485 2.747 -1.546 -0.143
O 1.537 3.523 -0.816 -0.528
C 2.805 2.918 -1.313 0.969
O 3.983 3.527 -1.604 -0.522
O 2.461 1.466 -1.472 -0.549
H -0.842 2.424 -4.093 0.211
H -0.582 0.854 -5.255 0.245
H -2.323 1.431 -4.754 0.238
H -1.416 -0.730 -3.435 0.306
H 0.334 -0.240 -1.307 0.280
H -0.010 2.164 -0.629 0.234
H -0.250 3.457 -2.115 0.245
C 2.768 3.123 2.194 -0.828
S 2.038 1.951 3.363 1.230
O 0.600 2.336 3.549 -0.994
C 2.951 2.540 4.809 -0.822
H 2.314 2.964 1.213 0.244
H 2.575 4.147 2.521 0.230
H 3.845 2.948 2.125 0.234
H 2.746 3.601 4.974 0.229
H 4.021 2.385 4.654 0.233
H 2.626 1.969 5.682 0.241
C -0.449 -4.271 -6.548 -0.836
S -1.465 -2.835 -6.124 1.233
O -1.503 -2.736 -4.628 -1.001
C -3.036 -3.556 -6.661 -0.828
H 0.584 -4.062 -6.262 0.232
H -0.803 -5.152 -6.008 0.273
H -0.497 -4.447 -7.626 0.223
H -3.229 -4.482 -6.114 0.249
H -2.998 -3.755 -7.735 0.225
H -3.835 -2.840 -6.455 0.236
C 1.119 6.781 8.782 -0.828
S 1.613 5.466 7.643 1.237
O 3.111 5.389 7.663 -0.980
C 1.133 6.340 6.133 -0.827
H 1.363 6.469 9.800 0.241
H 1.659 7.701 8.547 0.231
H 0.042 6.948 8.703 0.228
H 1.673 7.287 6.062 0.230
H 0.056 6.521 6.142 0.231
H 1.387 5.714 5.274 0.239
C -1.650 -0.535 2.377 -0.824
S -1.512 -2.263 1.861 1.228
O -2.318 -2.424 0.606 -0.984
C -2.488 -2.941 3.225 -0.828
H -1.138 0.090 1.641 0.243
H -2.701 -0.243 2.430 0.229
H -1.175 -0.406 3.353 0.239
H -3.488 -2.500 3.225 0.231
H -1.986 -2.733 4.172 0.228
H -2.570 -4.022 3.089 0.237
C -0.648 -7.848 -2.202 -0.828
S -1.729 -6.471 -2.658 1.245
O -1.566 -6.238 -4.131 -1.003
C -0.777 -5.196 -1.797 -0.826
H -1.031 -8.760 -2.667 0.237
H 0.368 -7.660 -2.558 0.229
H -0.649 -7.969 -1.116 0.227
H 0.247 -5.173 -2.178 0.226
H -0.773 -5.405 -0.724 0.226
H -1.252 -4.228 -1.975 0.269
```

Its HOMO energy is -8.8 eV. The gap between HOMO and LUMO comes out at 8.68 eV. Its maximum force is 10.34 eV/Å.



Entry 5:
A molecular structure, C21H27N3SSeSi2Tl. Source: the Open Molecules 2025 dataset; level of theory: ωB97M-V with the def2-TZVPD basis set.

Structure (XYZ):
```
56
Properties=species:S:1:pos:R:3:lowdin_charge:R:1
Tl 0.353 0.514 0.075 0.647
C 3.852 -0.343 0.837 -0.202
Si 2.870 0.551 -0.463 0.416
C 3.529 0.107 -2.140 -0.208
C 3.005 2.408 -0.147 -0.312
C 4.318 2.876 -0.293 -0.106
C 4.659 4.204 -0.090 -0.067
C 3.676 5.108 0.283 -0.066
C 2.370 4.667 0.440 -0.102
C 1.999 3.330 0.232 -0.311
Si 0.143 3.053 0.471 0.394
C -0.470 3.766 2.065 -0.210
C -0.746 3.771 -0.992 -0.210
H 4.902 -0.051 0.750 0.043
H 3.788 -1.427 0.703 0.024
H 3.521 -0.103 1.850 0.039
H 4.612 0.264 -2.151 0.040
H 3.089 0.714 -2.933 0.038
H 3.344 -0.946 -2.367 0.025
H 5.107 2.186 -0.581 0.099
H 5.682 4.530 -0.224 0.110
H 3.922 6.149 0.451 0.111
H 1.619 5.395 0.735 0.099
H -0.373 4.855 2.056 0.037
H 0.091 3.380 2.917 0.038
H -1.525 3.525 2.208 0.035
H -0.547 4.847 -1.037 0.044
H -1.825 3.624 -0.910 0.032
H -0.402 3.331 -1.931 0.033
C -2.610 -3.352 -0.285 -0.009
N -2.465 -2.564 -1.502 -0.061
C -2.475 -1.218 -1.588 -0.718
Se -2.544 0.016 -0.198 0.648
N -2.413 -0.907 -2.899 0.129
C -2.337 -2.060 -3.677 -0.173
C -2.234 -2.265 -5.044 0.003
C -2.161 -3.580 -5.471 -0.064
C -2.186 -4.648 -4.565 -0.063
C -2.288 -4.437 -3.201 0.004
C -2.365 -3.118 -2.780 -0.171
H -2.782 -2.674 0.544 0.059
H -1.709 -3.930 -0.098 0.085
H -3.461 -4.023 -0.394 0.108
H -2.459 0.044 -3.224 0.161
H -2.211 -1.440 -5.745 0.120
H -2.082 -3.787 -6.529 0.113
H -2.124 -5.661 -4.941 0.112
H -2.307 -5.261 -2.499 0.119
S 1.766 -4.319 -0.680 1.053
C 1.751 -3.971 0.989 -0.379
C 1.028 -2.847 1.217 -0.246
N 0.487 -2.264 0.091 -0.109
C 0.804 -2.947 -0.973 -0.514
H 2.263 -4.598 1.702 0.079
H 0.844 -2.408 2.187 0.118
H 0.501 -2.673 -1.977 0.085
```

Its HOMO energy is -9.6 eV. The gap between HOMO and LUMO comes out at 6.49 eV. For the energy above the lowest of the compared OMol25 structures with the same formula, charge and spin, the calculation gives 24.3 kcal per mole. The total charge is +1. Its maximum force is 0.58 eV/Å.



Entry 6:
C4H8O in the gas phase at a distorted geometry. Source: the Open Molecules 2025 dataset; level of theory: ωB97M-V with the def2-TZVPD basis set.

Structure (XYZ):
```
13
Properties=species:S:1:pos:R:3:nbo_charge:R:1
C 1.802 0.426 -0.050 -0.600
C 0.553 -0.455 -0.187 -0.418
C -0.700 0.084 0.482 0.058
C -2.030 -0.196 -0.109 -0.101
O -1.408 1.011 -0.279 -0.486
H 1.969 0.590 0.999 0.196
H 1.678 1.384 -0.498 0.209
H 2.646 -0.112 -0.490 0.209
H 0.373 -0.501 -1.293 0.208
H 0.747 -1.379 0.309 0.203
H -0.600 0.273 1.537 0.176
H -2.930 -0.253 0.544 0.173
H -2.101 -0.872 -0.965 0.172
```

Its HOMO energy is -10.2 eV. The gap between HOMO and LUMO comes out at 11.45 eV. The SMILES is CC[C@@H]1CO1. For the energy above the lowest of the compared OMol25 structures with the same formula, charge and spin, the calculation gives 33.8 kcal per mole. Its maximum force is 2.45 eV/Å.



- Number 1 is which compound?
  C47H58IrN4P2S